25
Properties=species:S:1:pos:R:3:forces:R:3 method="wB97M-V/def2-TZVPD" multiplicity=5 orbital_gap_ev="6.36 / 5.20" total_energy_ha=-1963.6232 s2=6.03 de_lowest_kcal_mol=0.0 total_charge=+4 homo_ev="-22.39 / -22.73"
Bi 4.593 2.496 -0.816 2.042 -1.595 0.166
Rh 0.396 1.067 0.098 2.967 -3.535 -2.359
Cl 4.959 0.239 0.114 -0.485 1.727 -0.624
Cl 2.105 2.574 -0.166 0.403 0.772 -0.076
O 7.330 5.457 -1.835 -2.309 -2.419 0.924
O 8.515 1.904 -0.756 -4.179 1.015 -0.947
O -1.388 3.049 1.379 3.213 -4.040 -2.478
N -0.815 -0.525 0.320 -0.601 -0.950 0.431
N -1.049 -2.605 1.017 -0.406 0.285 0.405
C 7.412 2.145 -0.971 4.067 -1.398 1.050
C -4.467 -0.952 -0.557 -1.148 -0.770 -0.002
C -2.332 -2.188 0.681 2.502 0.671 -0.404
C -3.478 -2.943 0.480 -2.297 -0.552 -0.298
C -0.717 2.238 0.872 -7.157 8.435 5.180
C -4.545 -2.299 -0.156 0.137 -1.114 0.434
C -0.176 -1.594 0.823 -1.935 -0.273 -0.715
C -3.286 -0.215 -0.365 2.484 0.835 0.705
C -2.207 -0.859 0.245 0.396 0.415 -0.559
C 6.556 4.675 -1.529 2.068 2.884 -0.920
H -3.168 0.819 -0.687 -0.337 -0.220 -0.173
H -5.337 -0.489 -1.030 0.247 -0.043 0.126
H 0.886 -1.648 0.976 0.236 -0.299 0.201
H -0.812 -3.517 1.400 0.080 -0.138 0.019
H -3.507 -3.980 0.819 -0.285 0.182 -0.192
H -5.468 -2.850 -0.356 0.300 0.125 0.107